Entry 1:
DFT (ωB97M-V with the def2-TZVPD basis set) results for one molecule with the formula C7H8 at a distorted geometry.

Geometry (Å):
C -1.1744 -0.7962 -1.4467
C -1.0408 -2.0994 -1.4296
C -0.5880 0.2910 -0.9263
C -0.3199 1.5467 -0.6624
C 0.0085 -1.4018 -0.4540
C 0.7839 1.9881 0.2421
C -0.1968 -1.6270 1.0171
H -0.9399 2.3112 -1.1160
H 1.0310 -1.4428 -0.8097
H 1.5388 1.2099 0.3404
H 0.3941 2.2192 1.2354
H 1.2541 2.8889 -0.1490
H -1.2235 -1.4030 1.2989
H 0.4771 -1.0106 1.6100
H -0.0042 -2.6745 1.2500

Calculated values
- Charge: 0
- Relative energy (zero: lowest compared OMol25 entry of this formula, charge and spin): 5.9947 eV
- Spin multiplicity: 1
- HOMO level: -8.911 eV


Entry 2:
DFT (ωB97M-V with the def2-TZVPD basis set) results for C30H48BBr4CaCl4F5K2NO10 as an isolated structure at a distorted geometry.

Geometry (Å):
C 1.0553 -2.3144 2.6223
C 2.0091 -2.9556 1.5905
C 2.1357 -2.1051 0.2898
C 3.5528 -2.1144 -0.3087
C 3.9776 -0.6505 -0.6008
C 4.6723 -0.0344 0.6381
C 4.6234 1.5110 0.4880
C 3.6659 2.1384 1.5071
C 2.9152 3.3957 1.0161
C 1.4115 3.2085 1.2792
C 0.9038 2.1487 0.2804
C -0.5661 2.2821 -0.1605
B -1.3569 0.8667 -0.3028
C -2.9588 1.2609 -0.6500
C -3.8226 1.5427 0.5726
O -4.7134 2.3669 0.4743
N -3.5613 0.7599 1.7089
C -3.8628 1.5405 2.9334
C -4.4951 -0.4159 1.5065
C -0.8213 -0.0512 -1.5376
F -1.2645 0.5697 -2.8265
F 0.5053 -0.1740 -1.6305
C -1.4028 -1.5087 -1.5909
F -0.4611 -2.2929 -2.2013
F -2.4810 -1.5860 -2.3741
F -1.5735 -2.0071 -0.3886
H 1.5730 -1.9992 3.5274
H 0.2630 -3.0152 2.8799
H 0.5595 -1.4220 2.2361
H 1.6158 -3.9263 1.2903
H 2.9880 -3.0884 2.0539
H 1.8023 -1.1022 0.5584
H 1.4323 -2.5353 -0.4143
H 3.6111 -2.6697 -1.2336
H 4.2637 -2.5166 0.4205
H 3.1081 -0.0163 -0.7888
H 4.6142 -0.5849 -1.4861
H 4.1327 -0.3573 1.5282
H 5.7019 -0.4043 0.6039
H 4.4002 1.7584 -0.5494
H 5.6391 1.8774 0.6740
H 4.2322 2.3711 2.4104
H 2.9359 1.3739 1.7797
H 3.1133 3.5109 -0.0513
H 3.2692 4.3116 1.4946
H 1.3174 2.8438 2.3052
H 0.8577 4.1435 1.2016
H 1.5194 2.2808 -0.6177
H 1.0976 1.1276 0.6069
H -0.6561 2.9229 -1.0739
H -1.0850 2.8465 0.6226
H -1.3230 0.1964 0.6880
H -3.4445 0.5292 -1.3146
H -2.9056 2.2512 -1.1894
H -4.8771 1.3275 3.2678
H -3.7278 2.6000 2.7313
H -3.1256 1.2673 3.6883
H -4.8009 -0.8097 2.4720
H -5.3369 -0.1086 0.9108
H -3.9401 -1.1735 0.9740
O 2.1712 -4.0827 -2.0689
H 1.7187 -4.8247 -1.6526
H 1.5261 -3.7415 -2.6977
C 8.3145 -0.7912 2.6104
Cl 6.7405 -1.1866 3.2752
Cl 8.4224 0.9259 2.2852
Cl 9.5740 -1.2664 3.7577
Cl 8.5404 -1.6839 1.0741
C -0.8516 4.9393 -5.2236
C -0.0713 4.8164 -4.1345
C -0.4731 5.3988 -2.8314
O 0.2310 5.2840 -1.8448
C -1.7660 6.1135 -2.7794
C -2.5416 6.2357 -3.8656
C -2.1439 5.6591 -5.1674
O -2.8481 5.7608 -6.1530
H -0.5740 4.5223 -6.1849
H 0.8786 4.2931 -4.1583
H -2.0460 6.5288 -1.8193
H -3.4902 6.7571 -3.8415
Ca -2.1107 2.2020 -3.2027
C -3.0074 -4.2981 -1.0322
O -2.0014 -5.2805 -0.7115
C -2.4610 -6.3837 -0.1335
O -3.6038 -6.6249 0.1363
O -1.4170 -7.1929 0.1002
C -1.7702 -8.4270 0.7232
H -2.4914 -3.4690 -1.4732
H -3.7298 -4.7005 -1.7387
H -3.5139 -3.9480 -0.1351
H -2.4447 -8.9995 0.0892
H -2.2244 -8.2510 1.6967
H -0.8495 -8.9886 0.8583
Br -5.8938 -2.0165 -0.4514
K 8.5960 -4.0629 1.5111
C 4.4072 6.9902 -0.4104
Br 4.5977 7.5244 1.4310
Br 2.5698 6.6458 -0.8653
Br 5.2175 8.2618 -1.6097
H 4.9425 6.0589 -0.5265
C -8.4583 -3.5163 1.6795
O -9.5161 -3.1222 2.2464
O -8.4143 -4.9176 1.6606
O -7.5132 -2.9060 1.1976
H -9.2834 -4.9855 2.1084
K -7.8502 -4.4426 3.7300

Calculated values
- Charge: +1
- Spin multiplicity: 1
- HOMO level: -6.415 eV


Entry 3:
DFT (ωB97M-V with the def2-TZVPD basis set) results for one molecule with the formula C19H20N2O6S at a distorted geometry.

Geometry (Å):
C 3.4304 1.1381 -2.5363
C 1.9546 1.5149 -2.4868
O 1.3179 1.0545 -1.3082
C 1.5679 1.6565 -0.1116
C 2.2182 2.8762 0.0413
C 2.3793 3.4336 1.2973
C 1.8974 2.7848 2.4178
C 1.2574 1.5667 2.2723
C 1.0898 0.9858 1.0258
C 0.4009 -0.3561 0.9096
C -0.8988 -0.2155 0.1344
C -1.8755 0.4655 0.8657
N -2.5944 1.0363 1.5598
C -1.0178 -0.6953 -1.1203
S -2.3721 -0.5928 -2.2428
C -3.5569 0.5690 -1.5290
C -4.3545 -0.0544 -0.3912
O -4.2879 -1.2033 -0.0597
O -5.1541 0.8627 0.1387
C -5.8791 0.4753 1.3025
N 0.0352 -1.3441 -1.7355
C 1.2701 -1.5493 -1.1980
O 2.2055 -1.9087 -1.8724
C 1.3293 -1.4250 0.3144
C 0.9297 -2.8126 0.8088
O -0.1948 -3.2325 0.8297
O 1.9996 -3.4968 1.2045
C 1.7706 -4.8335 1.6365
H 3.5310 0.0588 -2.4523
H 3.9779 1.6041 -1.7202
H 3.8584 1.4625 -3.4806
H 1.8120 2.5958 -2.6056
H 1.4161 1.0094 -3.2932
H 2.5979 3.4072 -0.8170
H 2.8843 4.3831 1.3925
H 2.0195 3.2192 3.3975
H 0.8791 1.0534 3.1442
H 0.1372 -0.6760 1.9254
H -4.2347 0.8272 -2.3445
H -3.0461 1.4703 -1.1935
H -5.2040 0.4837 2.1597
H -6.6684 1.2116 1.4292
H -6.2942 -0.5259 1.1752
H -0.0647 -1.5438 -2.7234
H 2.3668 -1.2452 0.6070
H 2.7176 -5.1903 2.0323
H 1.4509 -5.4503 0.7949
H 0.9956 -4.8550 2.4050

Calculated values
- Charge: 0
- Relative energy (zero: lowest compared OMol25 entry of this formula, charge and spin): 0.5449 eV
- Spin multiplicity: 1
- HOMO level: -8.486 eV
- SMILES string: CCOc1ccccc1[C@H]1C(C#N)=C(SCC(=O)OC)NC(=O)[C@@H]1C(=O)OC


Entry 4:
DFT (ωB97M-V with the def2-TZVPD basis set) results for C41H37F5OP2Ti as an isolated structure at a distorted geometry.

Geometry (Å):
Ti 0.7633 1.9265 -2.4840
C 2.1650 0.2039 0.9611
C 2.6889 0.9062 -0.0454
C 3.6103 0.5200 -1.1616
C 2.9731 -0.0710 -2.4491
C 1.8529 -1.0161 -2.3366
C 1.7706 -1.9756 -1.3691
C 2.6521 -2.0826 -0.1481
C 2.4113 -1.2029 1.1520
C 0.1345 3.3302 -3.6730
H 1.4479 0.6327 1.6120
H 2.4323 1.9470 0.1374
H 4.3151 -0.2399 -0.7704
H 4.1680 1.4602 -1.3961
H 2.8417 0.6880 -3.2211
H 3.8138 -0.6032 -2.9075
H 1.2746 -1.0740 -3.2877
H 0.7932 -2.4434 -1.2911
H 3.7071 -1.9363 -0.4407
H 2.5721 -3.1395 0.1858
H 1.6072 -1.6200 1.7535
H 3.3032 -1.4820 1.7154
H -0.8664 3.5591 -3.2638
H 0.1841 2.8679 -4.7073
H 0.8165 4.2239 -3.5296
P 3.2025 5.2725 -5.0725
P 2.3736 3.1918 -6.8874
C 4.4962 4.0695 -5.5428
C 4.1404 3.2016 -6.5044
C 3.9876 6.9048 -5.3626
C 5.3611 7.0279 -5.5984
C 5.9006 8.3176 -5.6961
C 5.0660 9.4472 -5.6222
C 3.6777 9.2940 -5.4220
C 3.1349 8.0236 -5.2952
C 3.4591 5.2797 -3.2553
C 2.8806 4.0957 -2.7782
C 2.7319 3.7854 -1.4530
C 3.5702 4.4965 -0.5477
C 4.2931 5.6131 -1.0304
C 4.2366 6.0410 -2.3762
C 2.5182 3.8519 -8.6334
C 3.0259 5.1591 -8.8352
C 3.3070 5.6101 -10.1311
C 3.0767 4.7937 -11.2607
C 2.5041 3.5379 -11.0473
C 2.2301 3.0612 -9.7538
C 1.9890 1.4238 -7.1193
C 0.6343 1.0816 -7.3074
C 0.3026 -0.2538 -7.5221
C 1.3028 -1.2471 -7.5227
C 2.6440 -0.8932 -7.3094
C 2.9894 0.4441 -7.0911
H 5.4357 4.1455 -5.0086
H 4.8076 2.5531 -7.0447
H 6.0157 6.1539 -5.6992
H 6.9804 8.4478 -5.8430
H 5.4882 10.4625 -5.6927
H 3.0177 10.1591 -5.3848
H 2.0634 7.8665 -5.1579
H 2.4113 3.4636 -3.5651
H 1.9223 2.9987 -1.1531
H 3.6875 4.1762 0.4903
H 4.9382 6.1959 -0.3634
H 4.7857 6.9107 -2.7610
H 3.2058 5.8354 -7.9863
H 3.7292 6.6044 -10.2846
H 3.2977 5.1521 -12.2817
H 2.2907 2.8929 -11.9003
H 1.7996 2.0645 -9.6135
H -0.1339 1.8622 -7.2633
H -0.7437 -0.5149 -7.6887
H 1.0223 -2.2972 -7.7036
H 3.4187 -1.6686 -7.3223
H 4.0331 0.6940 -6.8975
F -2.2922 -1.4277 2.7511
C -1.9998 -0.6050 1.7242
C -1.7347 -1.0550 0.3942
F -1.7366 -2.4158 0.2397
C -1.4670 -0.1396 -0.6059
F -1.5731 -0.4963 -1.9609
C -1.1723 1.1950 -0.1443
O -0.4979 1.8930 -1.0672
C -1.6689 1.6435 1.1509
F -1.7743 2.9857 1.3095
C -2.0838 0.7419 2.0977
F -2.5560 1.2587 3.2708

Calculated values
- Charge: 0
- Relative energy (zero: lowest compared OMol25 entry of this formula, charge and spin): 4.2681 eV
- Spin multiplicity: 3
- HOMO level (alpha / beta): -6.276 / -7.556 eV


Entry 5:
DFT (ωB97M-V with the def2-TZVPD basis set) results for a 2-piece molecular cluster, C25H23N2O overall at a distorted geometry.

Geometry (Å):
C 4.2714 -1.8853 -1.8852
C 4.1130 -0.4913 -1.8381
C 2.8387 0.0654 -1.7424
C 1.7041 -0.7587 -1.7031
C 0.3465 -0.0948 -1.6475
C -0.7985 -0.8866 -1.8982
N -2.0972 -0.4287 -1.8745
C -2.3397 0.9195 -1.8795
C -3.6223 1.4370 -1.8541
C -4.7121 0.5878 -1.8371
C -4.5099 -0.7986 -1.8186
C -3.1865 -1.3353 -1.8729
C -2.9939 -2.7187 -1.8142
C -4.0936 -3.5767 -1.6659
C -5.3973 -3.0604 -1.5923
C -5.6042 -1.6940 -1.6865
O 0.3145 1.1317 -1.3565
C 1.8722 -2.1535 -1.7022
C 3.1474 -2.7146 -1.8138
H 5.2684 -2.3193 -1.9739
H 4.9765 0.1710 -1.8825
H 2.7106 1.1481 -1.7115
H -0.6650 -1.9265 -2.1578
H -1.4686 1.5584 -1.8517
H -3.7200 2.5191 -1.8413
H -5.7289 0.9732 -1.8195
H -2.0011 -3.1641 -1.8638
H -3.9281 -4.6510 -1.6040
H -6.2475 -3.7288 -1.4616
H -6.6044 -1.2584 -1.6394
H 1.0021 -2.8008 -1.6162
H 3.2514 -3.8005 -1.8468
C 1.3628 -0.4895 2.4744
N 0.7942 0.8583 2.6696
C 1.6783 1.9435 3.0268
C 2.0042 2.1926 4.3657
C 2.8755 3.2439 4.6819
C 3.4306 4.0225 3.6601
C 3.1218 3.7517 2.3225
C 2.2433 2.7094 2.0028
C -0.4742 1.0452 2.3930
H 2.4401 -0.4262 2.6453
H 0.9211 -1.2011 3.1837
H 1.1691 -0.8389 1.4501
H 1.5626 1.5713 5.1492
H 3.1127 3.4501 5.7263
H 4.1067 4.8419 3.9059
H 3.5526 4.3475 1.5186
H 1.9769 2.4763 0.9673
H -0.8946 2.0472 2.5208
H -1.0817 0.1896 2.0886

Calculated values
- Charge: +1
- Relative energy (zero: lowest compared OMol25 entry of this formula, charge and spin): 1.6448 eV
- Spin multiplicity: 1
- HOMO level: -9.577 eV


Entry 6:
DFT (ωB97M-V with the def2-TZVPD basis set) results for a 2-piece molecular cluster, C4H9NO2S overall at a distorted geometry.

Geometry (Å):
C 0.1548 1.6944 -1.1545
C 0.1805 0.5302 -0.5665
C -1.7024 0.5351 1.5233
C 1.9510 -0.5043 -0.1484
N 1.8022 -1.8454 -0.3549
O -2.4152 -0.2465 -1.0162
O -0.8362 -1.5995 0.3403
S -1.2772 -0.3031 -0.0905
H -0.8818 2.1455 -1.5348
H 0.9290 2.2912 -1.4266
H -2.1032 1.5817 1.3434
H -2.6186 0.0620 1.8977
H -0.6915 0.3106 2.1067
H 2.1607 -0.2885 0.8108
H 2.5186 -0.0434 -0.8060
H 1.2529 -2.1683 0.3847
H 1.5764 -2.1517 -1.3085

Calculated values
- Charge: 0
- Relative energy (zero: lowest compared OMol25 entry of this formula, charge and spin): 4.9627 eV
- Spin multiplicity: 1
- HOMO level: -8.783 eV


Entry 7:
DFT (ωB97M-V with the def2-TZVPD basis set) results for one molecule with the formula C10H13ClOSi at a distorted geometry.

Geometry (Å):
C -0.5913 -1.8037 -2.6621
C -0.1597 -2.8895 -1.8909
C -0.4501 -0.5472 -2.2054
C 0.4051 -2.6741 -0.6656
C -0.0665 -0.2615 -0.9145
C 0.4727 -1.4092 -0.0578
C 0.0659 1.0567 -0.4486
C 0.4751 3.5952 -0.7608
C 1.7326 -2.0257 3.5202
C -0.4013 2.3339 -0.9534
O 0.8741 -1.2504 1.1652
Si 1.5775 -0.5133 2.4298
Cl -0.0470 0.5113 3.4224
H -1.0455 -1.9223 -3.6327
H -0.1943 -3.7818 -2.3716
H -0.7023 0.1430 -3.0210
H 0.7609 -3.5118 -0.0982
H 0.5155 1.1914 0.5730
H 1.4545 3.5119 -0.1826
H -0.0369 4.5066 -0.2532
H 0.7233 4.0021 -1.7339
H 2.5535 -2.7219 3.3454
H 1.6915 -1.7436 4.6072
H 0.7602 -2.5340 3.3783
H -0.7861 2.1543 -1.9657
H -1.3430 2.5070 -0.3000

Calculated values
- Charge: 0
- Spin multiplicity: 1
- HOMO level (alpha / beta): -8.225 / -6.692 eV


Entry 8:
DFT (ωB97M-V with the def2-TZVPD basis set) results for an isolated ion of composition C3H8N5O and charge +1 at a distorted geometry.

Geometry (Å):
N 3.0476 -0.1314 -0.0519
N 1.8778 0.4431 -0.4766
C 0.6064 0.0331 -0.4794
N 0.1097 -1.1490 -0.0785
N -1.0489 -1.6025 -0.5270
C -1.9987 -0.8256 -0.8182
C -1.8582 0.6548 -0.5491
N -1.9772 1.1431 0.6700
O -0.2141 0.9135 -0.8806
H 3.4409 0.3195 0.7939
H 3.7673 -0.3233 -0.7241
H 1.8946 1.4733 -0.5342
H 0.6956 -1.8820 0.3658
H -2.8369 -1.3854 -1.2587
H -2.3808 1.2235 -1.2455
H -2.5135 1.9803 0.9394
H -1.6297 0.5301 1.3923

Calculated values
- Charge: +1
- Relative energy (zero: lowest compared OMol25 entry of this formula, charge and spin): 0.0000 eV
- Spin multiplicity: 1
- HOMO level: -13.880 eV
- SMILES string: N/[NH+]=C1\NN=C[C@@H](N)O1


What is the formula in the eighth record? C3H8N5O


Which formula does entry 3 have? C19H20N2O6S